Record 1
Below is C2H5MgNdO3 as an isolated structure at a distorted geometry, with properties calculated with the ωB97M-V functional and the def2-TZVPD basis.

Element x y z (Å)
O  0.147  1.556  -0.195
C  1.075  0.913  0.628
C  0.636  -0.490  1.099
O  -0.292  -0.981  0.172
Mg  -0.260  -1.463  -1.761
H  1.452  1.510  1.479
H  1.935  0.760  -0.058
H  0.178  -0.496  2.106
H  1.523  -1.137  1.225
Nd  -1.749  0.666  -0.353
O  -2.021  -0.488  -1.807
H  -2.623  -0.351  -2.535

Multiplicity ... 5
Electronic energy ... -29012.7087 eV
HOMO energy (alpha / beta) ... -9.86 / -13.28 eV
Molecular weight ... 245.604 g/mol
Charge ... +1

These are the Mulliken partial charges, in e, on atoms 1 to 2: -0.634 -0.291

---

Record 2
Below is a 2-piece molecular cluster, C4H8O overall, with properties calculated with the ωB97M-V functional and the def2-TZVPD basis.

Element x y z (Å)
C  1.635  0.181  0.552
O  0.296  -0.313  0.405
C  -0.160  -0.315  -0.897
C  -1.164  -1.099  -1.253
C  -0.908  1.280  0.988
H  1.618  1.267  0.430
H  2.309  -0.287  -0.175
H  1.962  -0.079  1.560
H  0.299  0.440  -1.530
H  -1.615  -0.992  -2.231
H  -1.593  -1.808  -0.552
H  -1.856  0.791  0.664
H  -0.823  0.932  2.037

Multiplicity ... 1
Electronic energy ... -6319.5750 eV
HOMO energy ... -8.60 eV
Molecular weight ... 72.107 g/mol
Charge ... 0

These are the Mulliken partial charges, in e, on atoms 1 to 2: -0.743 -0.372

---

Record 3
Below is a 2-piece molecular cluster, C16H17N overall at a distorted geometry, with properties calculated with the ωB97M-V functional and the def2-TZVPD basis.

Element x y z (Å)
C  -0.338  -1.958  -1.354
C  -0.535  1.018  -3.681
C  0.744  1.556  -3.593
C  -0.839  -0.129  -2.940
C  0.134  -0.863  -2.266
C  1.709  0.864  -2.855
C  1.450  -0.353  -2.272
H  -1.194  1.556  -4.350
H  1.002  2.529  -3.986
H  -1.895  -0.375  -2.907
H  2.648  1.379  -2.680
H  0.482  -2.437  -0.811
H  -0.669  -2.826  -1.938
H  2.264  -0.947  -1.878
H  -1.109  -1.625  -0.670
C  -2.700  0.166  0.434
C  -0.321  0.188  1.492
C  -1.604  -0.349  1.286
C  0.201  -0.542  2.621
C  -1.791  -1.425  2.171
C  0.297  1.336  1.014
C  1.532  1.728  1.506
C  2.073  0.975  2.525
C  1.384  -0.122  3.151
N  -0.673  -1.554  2.952
H  -0.266  1.838  0.233
H  2.032  2.620  1.165
H  3.021  1.280  2.941
H  -3.488  0.553  1.096
H  -3.299  -0.477  -0.211
H  -2.592  -2.112  2.385
H  -0.615  -2.067  3.813
H  1.839  -0.486  4.064
H  -2.290  0.961  -0.187

Multiplicity ... 2
Electronic energy ... -18350.2029 eV
HOMO energy (alpha / beta) ... -11.55 / -11.54 eV
Molecular weight ... 223.319 g/mol
Charge ... +1

These are the Mulliken partial charges, in e, on atoms 1 to 2: -1.240 -0.653